This record from OMol25 describes a cluster of 8 separate species, C28H58NO8P in total. The level of theory is ωB97M-V/def2-TZVPD.

Energy   -57134.7326 eV
E_HOMO   -7.991 eV
Molecular weight   567.7 g/mol
2S+1   1
Structure (SMILES)   CC(=O)N(C)CCCCP.CC(C)=O.CC(C)=O.CC(C)=O.CC(C)=O.CC(C)=O.CC(C)=O.CC(C)=O

```
96
C28H58NO8P (ωB97M-V/def2-TZVPD)
C -5.0812 4.4128 -2.9232
C -4.2628 3.5598 -3.8678
O -4.6983 3.3578 -4.9985
N -3.0984 2.9071 -3.4311
C -2.2930 2.4677 -4.5829
C -2.2396 3.6188 -2.4706
C -1.5421 2.6217 -1.5238
C -0.1830 3.1017 -1.0537
C 0.4703 2.0961 -0.0955
P 1.4635 0.7454 -0.8426
H -4.5482 4.8840 -2.1150
H -5.5258 5.1894 -3.5348
H -5.8994 3.8150 -2.5364
H -2.1610 3.2716 -5.3018
H -1.3144 2.1731 -4.2208
H -2.7621 1.6275 -5.0739
H -2.8034 4.2996 -1.8572
H -1.4692 4.1981 -2.9812
H -1.4581 1.6766 -2.0527
H -2.1815 2.5092 -0.6520
H -0.3230 4.0429 -0.5163
H 0.4666 3.3363 -1.8936
H 1.1276 2.6172 0.5910
H -0.3147 1.6174 0.4784
H 2.0381 1.2377 -2.0255
H 0.5613 -0.2531 -1.2368
C 7.0728 0.0382 -1.5773
C 5.6458 0.1710 -1.0977
O 4.7356 -0.4073 -1.6393
C 5.4071 1.0637 0.0977
H 7.1157 -0.6257 -2.4375
H 7.4630 1.0169 -1.8610
H 7.6981 -0.3670 -0.7801
H 5.7372 2.0803 -0.1241
H 5.9690 0.6952 0.9580
H 4.3442 1.0716 0.3345
C 5.4091 -3.4057 -2.7528
C 6.4395 -4.1787 -3.5336
O 7.2058 -3.6357 -4.2950
C 6.4755 -5.6749 -3.3197
H 5.4820 -2.3499 -2.9904
H 4.4063 -3.7565 -2.9980
H 5.5698 -3.5409 -1.6822
H 5.5137 -6.1131 -3.5905
H 6.6743 -5.8967 -2.2702
H 7.2571 -6.1144 -3.9349
C 2.8592 -1.7672 1.9538
C 1.4985 -1.3491 2.4459
O 1.0461 -0.2547 2.1935
C 0.7299 -2.3551 3.2644
H 3.2984 -0.9600 1.3730
H 3.5012 -2.0026 2.8051
H 2.7741 -2.6521 1.3195
H 1.2982 -2.6084 4.1603
H 0.5658 -3.2630 2.6816
H -0.2326 -1.9416 3.5557
C 3.7285 2.3342 5.3331
C 2.6128 1.3571 5.0460
O 2.6928 0.1962 5.3734
C 1.4039 1.8943 4.3242
H 4.5375 1.8240 5.8500
H 4.1053 2.7541 4.3992
H 3.3597 3.1494 5.9574
H 1.6995 2.2834 3.3491
H 0.9389 2.6938 4.9051
H 0.6902 1.0911 4.1764
C -2.5619 0.2977 2.2735
C -3.6598 -0.6903 1.9631
O -3.5945 -1.8424 2.3219
C -4.8363 -0.1623 1.1804
H -1.7676 -0.1933 2.8292
H -2.1496 0.6935 1.3445
H -2.9593 1.1243 2.8654
H -4.5016 0.2229 0.2159
H -5.3222 0.6482 1.7258
H -5.5548 -0.9619 1.0162
C 0.9850 -6.1541 -0.4940
C 1.5482 -5.0508 -1.3573
O 2.5199 -4.4171 -1.0227
C 0.8359 -4.7744 -2.6595
H 1.5829 -6.2518 0.4086
H -0.0461 -5.9255 -0.2202
H 0.9985 -7.0993 -1.0388
H -0.2006 -4.4944 -2.4663
H 0.8436 -5.6667 -3.2874
H 1.3347 -3.9619 -3.1822
C -9.8739 2.6228 1.6773
C -8.5248 2.0048 1.9540
O -7.5802 2.1977 1.2273
C -8.4169 1.1329 3.1825
H -9.8211 3.2219 0.7720
H -10.6239 1.8412 1.5485
H -10.1729 3.2575 2.5127
H -9.1130 0.2962 3.1095
H -8.6611 1.7117 4.0744
H -7.4043 0.7477 3.2715
```

---

This record from OMol25 describes a structure of composition C28H59NO14S5Si2. The level of theory is ωB97M-V/def2-TZVPD.

Energy   -130068.0049 eV
E_HOMO   -8.900 eV
Molecular weight   850.3 g/mol
2S+1   1

```
109
C28H59NO14S5Si2 (ωB97M-V/def2-TZVPD)
C 7.8764 1.1206 2.0509
C 7.6690 2.5618 1.2295
C 7.4399 2.3494 -0.3800
C 5.8674 2.2401 -0.8438
C 5.9039 1.7297 -2.4362
Si 4.8919 3.9345 -0.6486
S 6.3340 5.4646 -1.3061
N 3.4619 3.7973 -1.7263
C 2.7653 4.9714 -1.8449
C 2.8957 6.3036 -0.9024
C 1.6205 5.0078 -3.0642
O 4.5213 4.3123 1.0339
Si 3.6155 3.0279 1.8188
C 1.7214 3.0313 1.4749
C 1.1442 1.4922 1.7799
O 0.8111 1.0594 3.0175
C 0.9553 0.5263 0.4295
C -0.4859 -0.1508 -0.0104
C -0.6344 -1.0595 -1.3817
C 0.6680 -1.3256 -2.3571
C 2.1175 -0.6970 -1.9180
C 2.2491 0.2174 -0.5321
H 7.1034 0.3147 1.7002
H 9.0011 0.7887 1.9719
H 7.6394 1.3562 3.1771
H 8.6550 3.1954 1.3894
H 6.8051 3.1250 1.7843
H 7.9495 1.3051 -0.6528
H 8.0627 3.1613 -0.9763
H 5.3734 1.3600 -0.2514
H 7.0069 1.8836 -2.8182
H 5.6944 0.5571 -2.4426
H 5.1174 2.2760 -3.1090
H 5.6926 6.3873 -2.1632
H 3.8679 6.9550 -1.1047
H 2.7310 6.0940 0.2615
H 1.9876 7.0187 -1.2017
H 0.8142 5.8041 -2.7040
H 2.0522 5.3810 -4.0857
H 1.0586 3.9782 -3.1132
H 4.1105 1.6755 1.5075
H 3.8028 3.2134 3.2802
H 1.4100 3.3400 0.3887
H 1.2069 3.7634 2.2536
H -1.4454 0.0163 0.6417
H -1.6850 -1.5214 -1.6868
H 0.5769 -1.9463 -3.3494
H 3.0784 -0.8583 -2.5788
H 3.3212 0.6232 -0.2916
O -3.7510 4.5892 -1.6539
S -2.9516 4.4724 -2.8580
O -1.6539 5.1054 -2.9806
O -3.8653 4.8972 -4.1408
C -4.4636 6.1882 -4.1526
C -3.4384 7.2760 -4.4139
C -2.7665 2.7553 -3.2570
H -5.0052 6.3692 -3.2186
H -5.2025 6.1938 -4.9610
H -2.7143 7.3426 -3.5971
H -3.9217 8.2520 -4.5106
H -2.8751 7.0639 -5.3285
H -3.7397 2.2663 -3.2000
H -2.0846 2.3167 -2.5255
H -2.3411 2.6672 -4.2582
O -5.9663 -3.5238 -0.7838
S -4.6670 -4.0026 -1.2140
O -3.9871 -3.4437 -2.3652
O -4.7306 -5.6242 -1.3790
C -5.7002 -6.1813 -2.2587
C -5.3258 -5.9622 -3.7128
C -3.5528 -3.9478 0.1635
H -6.6943 -5.7783 -2.0397
H -5.7365 -7.2575 -2.0588
H -5.3363 -4.8990 -3.9688
H -6.0289 -6.4715 -4.3775
H -4.3145 -6.3322 -3.9110
H -4.0361 -4.3926 1.0342
H -3.3203 -2.8992 0.3602
H -2.6399 -4.4864 -0.0965
O -7.2243 -9.4088 -1.8149
S -7.7638 -10.7306 -1.5611
O -8.5569 -11.4367 -2.5471
O -8.5829 -10.7040 -0.1508
C -9.6499 -9.7747 -0.0007
C -10.8701 -10.1921 -0.8004
C -6.4444 -11.7978 -1.0491
H -9.3224 -8.7663 -0.2736
H -9.9115 -9.7529 1.0625
H -10.6667 -10.1693 -1.8747
H -11.7114 -9.5212 -0.6066
H -11.1644 -11.2163 -0.5490
H -5.8524 -11.2951 -0.2834
H -5.8255 -12.0033 -1.9249
H -6.8681 -12.7290 -0.6691
O 6.6428 2.1778 7.2267
S 5.6423 2.6298 8.1739
O 5.2274 1.8146 9.2977
O 4.3153 3.1049 7.3527
C 3.6842 2.1735 6.4816
C 2.9292 1.1087 7.2554
C 6.1195 4.2203 8.7940
H 4.4166 1.7260 5.8020
H 2.9746 2.7370 5.8665
H 3.6115 0.4841 7.8388
H 2.3752 0.4535 6.5777
H 2.2288 1.5679 7.9607
H 6.4069 4.8600 7.9588
H 6.9704 4.0737 9.4624
H 5.2837 4.6507 9.3484
```

---

This record from OMol25 describes a structure of composition C28H60Ag2Br3O16S4. The level of theory is ωB97M-V/def2-TZVPD.

Energy   -324239.6156 eV
E_HOMO   -6.465 eV
Charge   -1
Molecular weight   1236.5 g/mol
2S+1   1

```
113
C28H60Ag2Br3O16S4 (ωB97M-V/def2-TZVPD)
Ag 0.5184 -2.5271 0.0354
Ag 0.7052 0.0295 2.0892
Br 1.1131 -4.5098 -1.7408
Br 1.9942 -0.1515 -0.2199
Br -0.7613 -2.2535 2.3191
C 2.9724 -3.8591 3.2249
C 4.0710 -3.7571 2.2028
C 4.1664 -2.3272 1.7097
S 3.9160 -1.3231 3.1510
O 3.0349 -0.2108 2.8784
O 5.2039 -0.9524 3.7190
C 3.0176 -2.5564 4.1188
H 2.9682 -4.7672 3.8163
H 2.0640 -3.8898 2.5995
H 3.9521 -4.4778 1.3573
H 5.1038 -4.0481 2.6785
H 3.3603 -2.1846 0.9511
H 5.0568 -2.1695 1.1553
H 1.9747 -2.1378 4.1251
H 3.4119 -2.6067 5.1299
C -4.2367 -3.1396 0.3639
C -4.1094 -3.4986 -1.1024
C -5.3852 -3.1583 -1.8198
S -6.6209 -3.5375 -0.5915
O -6.6330 -4.9777 -0.4494
O -7.8197 -2.7459 -0.7123
C -5.6550 -2.7224 0.6851
H -3.5389 -2.3518 0.7201
H -4.0588 -4.0884 0.9211
H -3.7507 -4.5374 -1.3233
H -3.4178 -2.8023 -1.5066
H -5.5728 -3.7175 -2.7126
H -5.4675 -1.9677 -1.9143
H -6.0031 -2.9847 1.6688
H -5.8960 -1.6625 0.4929
C -1.0600 4.4832 0.3502
C -1.5663 4.6995 1.8719
C -0.5255 4.0226 2.8477
S 0.8263 3.4997 1.8916
O 1.2342 2.2223 2.4437
O 1.8686 4.5056 1.7857
C -0.0921 3.3022 0.3342
H -0.5184 5.3218 0.0536
H -2.0034 4.2701 -0.1850
H -2.5706 4.2161 2.0249
H -1.6580 5.7932 2.0893
H -0.9166 3.0628 3.1352
H -0.1109 4.6812 3.6601
H -0.5796 2.2884 0.4015
H 0.6438 3.2813 -0.4793
C -0.7585 0.2746 -2.6461
C -1.8914 0.3382 -3.7017
C -3.0679 1.2301 -3.2197
S -3.1321 0.8464 -1.4992
O -4.2297 -0.0814 -1.2352
O -3.0440 2.0315 -0.6978
C -1.5915 -0.0876 -1.3541
H -0.3559 1.2413 -2.5694
H -0.0406 -0.4633 -2.9297
H -2.2101 -0.6981 -3.7844
H -1.5272 0.7425 -4.6215
H -4.0314 1.0201 -3.7614
H -2.9089 2.3278 -3.1933
H -1.9541 -1.1967 -1.3363
H -1.0827 0.2632 -0.4558
O -2.3005 1.5909 2.3782
C -2.7229 0.7425 3.1454
O -2.4360 0.7628 4.4478
C -3.2421 -0.2469 5.1620
C -3.6888 -1.2134 4.0578
C -3.6971 -0.3577 2.7530
H -4.1886 0.2405 5.4565
H -2.6948 -0.7154 5.9482
H -4.6929 -1.5702 4.3716
H -3.0904 -2.1227 3.9090
H -4.6786 0.1771 2.6729
H -3.3893 -0.7832 1.7790
O 8.0471 2.0801 -0.0954
C 6.9173 2.1174 0.3457
O 6.0286 3.0333 -0.1855
C 4.6793 2.7924 0.2262
C 4.7563 1.7427 1.3114
C 6.2124 1.3040 1.4181
H 4.1246 2.3585 -0.6125
H 4.2941 3.7808 0.4651
H 4.1650 0.8704 1.0480
H 4.2953 2.1655 2.1916
H 6.4197 0.2066 1.2751
H 6.6973 1.4857 2.3833
C -1.2945 -3.4576 -4.8533
O -1.2872 -2.8874 -3.5415
H -2.1097 -4.1101 -4.9293
H -1.6173 -2.6282 -5.4936
H -0.3610 -3.8911 -4.9922
H -0.6790 -3.3744 -2.9909
C 2.7702 2.5168 -3.2415
O 1.7459 2.5421 -2.2329
H 2.3500 3.2822 -3.9858
H 3.7116 2.9435 -2.9803
H 2.8164 1.5891 -3.7416
H 1.7466 1.6655 -1.7677
C 4.8931 -1.6489 -1.5706
O 4.1982 -2.8891 -1.2652
H 4.2390 -0.7979 -1.8494
H 5.3734 -1.3751 -0.6577
H 5.5509 -1.8420 -2.3627
H 3.3372 -3.0151 -1.6367
C -0.4600 4.8478 -4.4732
O -0.0268 4.6658 -3.1585
H 0.3256 4.7302 -5.2289
H -1.3067 4.1530 -4.6813
H -0.8601 5.8836 -4.4340
H 0.3056 3.7893 -3.0237
```